(1)
{"formula": "C30H41Cl2N2OP3ReS", "method": "ωB97M-V/def2-TZVPD", "species": ["P", "C", "C", "H", "C", "H", "C", "H", "C", "H", "C", "H", "C", "C", "H", "C", "H", "C", "H", "C", "H", "C", "H", "C", "C", "H", "C", "H", "C", "H", "C", "H", "C", "H", "Re", "C", "C", "H", "C", "O", "H", "C", "H", "C", "Cl", "Cl", "P", "C", "H", "H", "H", "C", "H", "H", "H", "C", "H", "H", "H", "P", "C", "C", "H", "H", "H", "H", "H", "H", "C", "H", "H", "H", "H", "N", "C", "N", "S", "H", "H", "H", "H"], "positions_angstrom": [[-3.50373, -4.61511, 2.24394], [-4.79635, -4.48066, 3.55988], [-6.13202, -4.90763, 3.44397], [-6.49994, -5.34400, 2.51275], [-7.00986, -4.78392, 4.52781], [-8.04120, -5.12080, 4.42064], [-6.57599, -4.23173, 5.73303], [-7.26364, -4.13347, 6.57195], [-5.25136, -3.80061, 5.85464], [-4.90036, -3.36879, 6.79074], [-4.36930, -3.91731, 4.78168], [-3.33410, -3.58331, 4.88201], [-4.57132, -5.16717, 0.84116], [-5.19774, -4.13780, 0.10700], [-5.02044, -3.09698, 0.38815], [-6.05219, -4.44308, -0.95103], [-6.53171, -3.63450, -1.50214], [-6.29472, -5.77440, -1.30207], [-6.95925, -6.00874, -2.13337], [-5.67777, -6.79934, -0.58363], [-5.85870, -7.84115, -0.85147], [-4.82047, -6.50326, 0.48266], [-4.35247, -7.32342, 1.03098], [-2.77477, -6.24744, 2.72391], [-3.30053, -7.12290, 3.69252], [-4.19781, -6.85833, 4.25625], [-2.67927, -8.35188, 3.94655], [-3.09887, -9.01690, 4.70125], [-1.53193, -8.72506, 3.24636], [-1.05183, -9.68183, 3.44570], [-0.99843, -7.85710, 2.28999], [-0.10351, -8.13685, 1.73586], [-1.60140, -6.62557, 2.03748], [-1.16373, -5.94721, 1.30039], [-0.17565, -0.21076, 0.06257], [0.13353, -0.90558, -1.90491], [-0.52380, -2.02103, -2.28451], [0.84286, -0.40301, -2.58495], [-1.42192, -2.67748, -1.25286], [-0.88015, -3.98187, -0.97155], [-1.36751, -4.36648, -0.21779], [-1.42632, -1.83521, -0.04134], [-2.43334, -2.75702, -1.67654], [-1.35240, -1.56268, 1.22434], [1.22684, 1.62959, -0.97247], [0.01202, 1.05309, 2.07461], [-1.83826, 1.33699, -0.52538], [-1.53143, 3.12445, -0.27852], [-0.73626, 3.45554, -0.95129], [-1.21025, 3.29909, 0.75165], [-2.45093, 3.68572, -0.47913], [-2.39580, 1.27152, -2.26002], [-2.69370, 0.24953, -2.51318], [-1.57158, 1.56855, -2.91610], [-3.24846, 1.94504, -2.40335], [-3.36132, 1.08796, 0.44269], [-3.13331, 1.20425, 1.50665], [-3.75078, 0.08131, 0.26764], [-4.10355, 1.83123, 0.13277], [-0.22926, -2.80520, -3.91490], [0.51746, -1.61604, -5.01434], [-1.84021, -3.31439, -4.50226], [1.50277, -1.31924, -4.63206], [-0.11884, -0.72525, -5.10263], [0.63538, -2.07608, -6.00563], [-2.30311, -3.99667, -3.77734], [-1.72339, -3.82460, -5.46689], [-2.48177, -2.43278, -4.63365], [0.84388, -4.20284, -3.63039], [1.83284, -3.83643, -3.32500], [0.93294, -4.78811, -4.55507], [0.42402, -4.81270, -2.82028], [-1.66125, -1.77453, 2.23952], [3.34454, 0.67359, 1.42778], [3.22921, -0.31042, 0.53615], [4.20457, -0.50913, -0.35725], [1.92133, -1.42506, 0.60427], [4.08927, 1.35238, 1.33071], [2.51545, 0.94730, 1.95864], [4.06982, -1.23169, -1.05669], [4.94152, 0.16740, -0.49292]], "forces_ev_per_a": [[-2.6, -3.2, 0.8], [0.6, 0.8, 0.1], [-0.5, 0.2, -0.1], [0.2, 0.2, 0.3], [0.3, -0.2, -0.5], [0.3, 0.0, 0.0], [0.3, 0.1, -0.1], [0.2, 0.0, -0.2], [0.3, 0.0, 0.0], [-0.1, -0.1, -0.2], [-0.1, 0.0, 0.2], [-0.3, 0.0, 0.1], [0.3, 0.8, -0.5], [0.0, -0.1, -0.1], [-0.1, -0.2, -0.2], [0.0, 0.1, 0.1], [0.1, -0.2, 0.1], [0.2, 0.2, 0.2], [0.2, 0.1, 0.2], [0.2, 0.1, 0.3], [0.0, 0.3, 0.1], [0.2, -0.2, -0.2], [-0.1, 0.3, -0.2], [1.0, 0.5, -0.2], [0.0, 0.0, 0.4], [0.3, -0.1, -0.2], [-0.2, 0.4, -0.1], [0.1, 0.2, -0.2], [-0.1, 0.3, -0.1], [-0.1, 0.2, 0.0], [0.0, 0.2, -0.2], [-0.2, 0.1, 0.2], [0.0, -0.2, 0.1], [0.0, -0.3, 0.2], [1.9, 0.8, 0.6], [-0.4, -0.6, -0.3], [0.6, 0.1, -0.6], [-0.4, -0.2, 0.3], [-0.4, -0.7, -0.7], [-0.6, -0.2, 0.2], [0.3, 0.3, -0.5], [1.1, 0.4, 0.7], [-0.1, -0.2, 0.1], [-0.2, 0.1, -1.5], [-0.1, -0.4, 0.3], [0.0, 0.4, 0.6], [-1.5, 1.4, -0.3], [0.2, -0.2, 0.0], [-0.2, -0.1, 0.1], [0.0, -0.1, -0.1], [0.1, -0.2, 0.0], [0.0, -0.1, 0.0], [0.0, 0.1, 0.0], [-0.1, 0.0, 0.1], [0.2, -0.1, 0.0], [-0.1, -0.1, -0.1], [0.0, 0.0, -0.2], [0.0, 0.1, 0.1], [0.1, -0.1, 0.1], [-0.5, 0.7, 2.2], [0.1, 0.1, -0.4], [-0.1, -0.3, -0.5], [-0.3, -0.1, -0.1], [0.1, -0.3, 0.1], [0.0, 0.2, 0.2], [0.2, 0.1, -0.2], [-0.2, 0.0, 0.2], [0.2, -0.2, 0.0], [0.2, -0.4, -0.4], [-0.3, -0.1, -0.1], [0.1, 0.0, 0.3], [0.1, 0.2, -0.3], [0.2, 0.0, -0.1], [-0.2, -0.3, -0.5], [0.4, 0.7, 0.3], [-0.4, -0.1, 0.0], [0.1, -0.9, 0.0], [-0.2, 0.0, 0.1], [0.2, -0.2, -0.2], [0.1, 0.3, 0.4], [0.0, -0.1, 0.0]], "charge": 2, "e_lumo_ev": [-4.48, -9.21], "multiplicity": 4, "homo_ev": [-12.09, -12.71], "orbital_gap_ev": [7.6, 3.5]}

(2)
{"formula": "C30H41Ge2HfN5S6Sb", "method": "ωB97M-V/def2-TZVPD", "species": ["Hf", "S", "Sb", "S", "S", "S", "S", "C", "C", "C", "C", "C", "N", "H", "H", "H", "H", "C", "C", "Ge", "C", "C", "C", "C", "Ge", "C", "C", "C", "C", "C", "C", "C", "C", "C", "C", "H", "H", "H", "H", "H", "H", "H", "H", "H", "H", "H", "H", "H", "H", "H", "H", "H", "H", "H", "H", "H", "H", "H", "H", "H", "H", "C", "C", "C", "C", "N", "C", "S", "N", "H", "H", "H", "H", "H", "C", "N", "C", "C", "N", "C", "H", "H", "H", "H", "H", "H"], "positions_angstrom": [[-1.19989, 0.24860, -0.16893], [-1.23111, 4.36620, 3.24726], [-0.16252, 2.36925, 3.41324], [-1.75606, 0.49932, 2.87208], [0.87628, 1.90676, 1.21882], [-0.54273, -1.17059, 2.50316], [-2.32266, -0.00004, -2.62221], [-1.50168, 1.57169, -2.80033], [-1.64203, 2.43631, -3.88589], [-0.73128, 3.50162, -3.94225], [0.17995, 3.73684, -2.85311], [0.11233, 2.88150, -1.79025], [-0.72846, 1.87493, -1.72478], [-2.30175, 2.21052, -4.73810], [-0.76212, 4.11824, -4.76405], [0.83875, 4.61811, -2.98871], [0.70665, 3.09672, -0.96854], [4.08396, 2.95047, 2.25962], [4.10796, 1.62008, 1.44154], [2.54859, 0.50960, 1.92025], [2.55013, -0.04214, 3.75621], [3.97391, -0.14200, 4.24514], [2.69112, -1.28044, 1.05047], [2.12621, -1.80831, -0.04087], [1.14100, -0.65433, -1.23562], [1.21654, -1.58368, -3.10508], [1.14408, -0.67217, -4.36579], [2.34654, 0.81514, -1.75519], [3.74344, 0.25314, -2.13146], [2.35471, -3.22905, -0.31546], [3.58335, -3.77734, -0.07405], [3.82886, -5.18774, -0.13255], [2.81020, -5.94532, -0.72892], [1.60573, -5.38517, -1.06357], [1.35403, -4.06633, -0.79850], [4.31369, 3.83740, 1.70257], [4.73259, 2.92083, 3.11292], [3.06059, 3.17716, 2.59174], [5.05665, 1.08805, 1.56125], [3.94105, 1.88008, 0.42831], [1.84967, -0.88266, 3.83376], [1.95941, 0.62545, 4.35569], [4.68826, -0.45273, 3.41495], [4.09494, -0.82971, 5.07851], [4.30345, 0.84001, 4.64378], [3.30210, -1.99854, 1.66222], [0.45649, -2.32978, -3.19328], [2.15100, -2.20096, -3.14080], [0.22142, -0.11401, -4.48394], [1.13859, -1.35514, -5.20289], [1.91172, 0.05451, -4.46546], [2.43794, 1.57294, -1.02225], [1.97617, 1.31760, -2.65769], [4.15880, -0.33825, -1.29618], [4.37857, 1.07021, -2.38013], [3.68385, -0.40948, -3.04015], [4.37071, -3.09148, 0.08676], [4.79053, -5.59157, 0.04297], [3.01698, -6.99116, -0.95506], [0.78828, -6.01379, -1.50452], [0.35546, -3.76300, -0.88707], [-5.41106, -4.15054, 2.16668], [-4.82678, -2.93586, 1.45059], [-5.14135, -1.63492, 1.86111], [-4.25173, -0.69298, 1.40877], [-3.20467, -1.01186, 0.61478], [-3.13841, -2.28633, 0.11734], [-1.71172, -2.58358, -0.81709], [-3.98147, -3.20476, 0.48677], [-5.92711, -4.71576, 1.39105], [-5.99349, -3.89886, 3.02334], [-4.54346, -4.73807, 2.41787], [-5.93649, -1.36127, 2.54161], [-4.34791, 0.37597, 1.59158], [-4.85755, 4.76400, 1.14141], [-4.53682, 3.50544, 0.60817], [-5.24686, 2.76634, -0.26939], [-4.44781, 1.72623, -0.69315], [-3.20117, 1.87281, -0.18328], [-3.23385, 2.94098, 0.58003], [-5.25761, 5.42199, 0.33212], [-3.96842, 5.28145, 1.54575], [-5.57952, 4.70140, 1.97981], [-6.26428, 3.05682, -0.42055], [-4.67862, 0.90634, -1.37275], [-2.49281, 3.23267, 1.27783]], "forces_ev_per_a": [[-1.9, -2.1, 1.5], [-0.3, 0.0, -0.4], [0.1, -0.4, 0.9], [0.0, 0.2, -0.5], [-0.1, -0.5, -0.6], [-0.4, 1.1, -1.1], [1.0, 1.3, 0.4], [-1.4, -1.2, 0.5], [1.4, 0.6, -0.5], [-0.1, -1.8, 2.9], [-1.1, 0.7, -2.9], [-0.2, 1.5, -0.8], [-0.5, -0.9, -0.6], [0.3, 0.0, 0.7], [0.1, 1.5, -1.7], [-0.3, -0.9, 0.7], [0.9, 0.0, 1.5], [-1.0, -0.6, -0.2], [-0.1, 0.8, 1.5], [0.2, -1.0, -1.3], [-1.1, 0.2, 0.5], [1.1, 0.0, -0.3], [0.3, 0.0, 0.5], [0.6, 0.4, 0.5], [-0.8, -0.1, -2.1], [0.9, 0.6, 0.5], [-0.9, -1.1, 0.7], [1.1, -1.0, -1.2], [-0.9, -1.0, -0.1], [-0.8, -0.2, -0.3], [1.0, -2.3, 0.1], [-2.0, 2.1, -1.6], [1.7, -0.8, 0.5], [-1.3, -0.9, -0.5], [0.5, -0.2, 0.3], [0.6, 0.3, -0.6], [0.3, -0.1, 0.6], [0.2, -0.2, 0.3], [-0.2, 0.1, -0.2], [0.1, 0.0, -1.2], [0.9, -0.6, -0.3], [0.1, 0.9, 0.4], [-0.7, 0.3, 1.1], [0.0, -0.3, 0.0], [0.0, -0.4, -0.5], [-0.6, 0.8, -0.1], [-0.8, -0.4, 0.1], [-0.4, 0.7, 0.1], [-0.4, 0.0, 0.5], [0.3, 0.0, -0.6], [1.0, 0.4, 0.0], [0.2, 0.8, 0.9], [-0.3, -0.2, 0.2], [0.0, 0.3, -0.4], [0.9, 0.6, -0.1], [0.0, 0.5, 0.9], [0.9, 0.4, 0.6], [0.8, -0.3, 0.3], [-0.2, 0.1, 0.1], [0.9, 0.6, 0.5], [-1.0, 0.8, -0.3], [0.7, 0.6, -1.9], [-1.4, -0.3, 1.2], [0.6, 0.0, -0.1], [0.8, 0.6, -1.3], [-0.4, 0.3, -0.3], [1.7, 1.8, 0.1], [-0.6, 0.8, 0.3], [-0.3, -1.7, 0.3], [-0.4, -0.2, 0.3], [-0.5, 0.1, 0.5], [0.2, -0.3, 0.4], [0.1, -0.3, 0.0], [0.0, -0.3, 0.4], [-0.6, 2.3, 0.7], [4.0, -1.9, -0.8], [-0.3, -0.9, 0.0], [-1.2, 0.1, -1.0], [0.8, 0.3, 0.9], [-2.4, 0.3, 0.3], [0.1, -0.4, 0.7], [-0.2, -0.6, -0.2], [0.2, 0.0, -0.5], [-0.4, -0.3, -0.4], [0.1, 0.4, 0.3], [0.8, 0.6, 0.4]], "charge": -1, "relative_energy_kcal_mol": 21.38, "e_lumo_ev": 2.27, "multiplicity": 1, "homo_ev": -4.51, "orbital_gap_ev": 6.8}